# C18H11BCl48N4O4

A cluster of 13 separate species, C18H11BCl48N4O4 in total in a non-equilibrium geometry (ωB97M-V/def2-TZVPD, the OMol25 dataset).

For the energy, the calculation gives -23326.3507 hartree. The spin multiplicity is 1. Its HOMO energy is -9.462 eV. For the largest force on an atom, the calculation gives 6.094 eV/A. The value obtained for the orbital gap is 8.3 eV.

Each line ends with the Löwdin charge.
Cartesian coordinates (Å):
1 N 2.030 -2.919 -3.515  0.137
2 B 1.019 -2.007 -4.132  -0.497
3 O 0.418 -2.430 -5.330  0.112
4 C 0.692 -0.763 -3.173  0.085
5 C -0.577 -0.216 -2.771  -0.008
6 C -1.977 -0.583 -3.329  -0.076
7 C -2.667 -1.974 -3.048  -0.619
8 N -2.352 -2.975 -4.106  0.085
9 N -2.421 -2.496 -1.699  0.102
10 N -4.158 -1.717 -3.184  0.033
11 C -0.108 0.697 -1.603  -0.412
12 O -0.694 0.516 -0.528  0.034
13 O 1.197 1.245 -1.652  0.007
14 C 1.680 0.299 -2.607  -0.505
15 O 2.660 0.633 -3.282  0.036
16 H 2.173 -2.744 -2.520  0.016
17 H 2.945 -2.791 -3.955  0.069
18 H 0.507 -1.738 -6.010  0.115
19 H -1.856 -0.520 -4.471  0.130
20 H -2.662 0.293 -3.049  0.123
21 H -1.504 -3.490 -3.852  0.067
22 H -2.274 -2.545 -5.029  0.073
23 H -1.807 -3.309 -1.737  0.080
24 H -2.094 -1.767 -1.062  0.075
25 H -4.379 -1.213 -2.318  0.071
26 H -4.310 -1.002 -3.918  -0.104
27 C 0.498 -0.210 3.327  -2.008
28 Cl -1.003 0.719 3.518  0.527
29 Cl 1.391 0.387 1.916  0.526
30 Cl 1.502 -0.022 4.776  0.479
31 Cl 0.107 -1.927 3.097  0.524
32 C -0.781 4.583 -1.406  -2.006
33 Cl -1.431 3.664 -2.783  0.534
34 Cl 0.768 5.317 -1.865  0.534
35 Cl -1.928 5.860 -0.951  0.514
36 Cl -0.535 3.490 -0.032  0.584
37 C 5.815 -0.262 5.376  -1.967
38 Cl 4.373 0.280 6.258  0.488
39 Cl 6.984 1.069 5.295  0.524
40 Cl 6.546 -1.640 6.224  0.525
41 Cl 5.340 -0.762 3.731  0.431
42 C -6.147 0.182 -6.487  -1.983
43 Cl -7.500 -0.734 -5.799  0.518
44 Cl -5.526 -0.664 -7.918  0.533
45 Cl -6.704 1.801 -6.951  0.502
46 Cl -4.852 0.327 -5.276  0.601
47 C -7.443 5.337 -4.975  -2.018
48 Cl -8.869 4.736 -4.106  0.525
49 Cl -6.005 4.442 -4.442  0.502
50 Cl -7.674 5.103 -6.720  0.503
51 Cl -7.225 7.064 -4.630  0.483
52 C 8.920 1.320 1.454  -2.005
53 Cl 7.560 0.417 2.149  0.433
54 Cl 9.540 0.459 0.029  0.511
55 Cl 8.371 2.939 0.974  0.526
56 Cl 10.212 1.468 2.663  0.524
57 C 0.744 -2.205 8.596  -2.016
58 Cl 1.001 -2.298 10.350  0.498
59 Cl 0.342 -3.816 7.967  0.509
60 Cl -0.592 -1.088 8.251  0.525
61 Cl 2.225 -1.618 7.815  0.471
62 C 4.626 -4.579 10.322  -1.999
63 Cl 5.441 -3.716 9.002  0.484
64 Cl 5.387 -6.165 10.560  0.513
65 Cl 4.751 -3.631 11.819  0.499
66 Cl 2.915 -4.803 9.910  0.493
67 C 9.166 -4.267 11.258  -2.017
68 Cl 8.630 -5.214 9.858  0.496
69 Cl 10.702 -3.465 10.869  0.517
70 Cl 7.945 -3.039 11.660  0.494
71 Cl 9.398 -5.345 12.649  0.519
72 C 4.711 -1.170 -0.406  -1.905
73 Cl 6.302 -0.396 -0.551  0.517
74 Cl 4.633 -2.561 -1.505  0.583
75 Cl 4.473 -1.728 1.267  0.490
76 Cl 3.443 0.004 -0.832  0.717
77 C -11.154 -1.433 -8.146  -2.028
78 Cl -9.568 -0.650 -8.294  0.484
79 Cl -11.238 -2.815 -9.256  0.519
80 Cl -11.379 -1.999 -6.478  0.515
81 Cl -12.430 -0.268 -8.552  0.517
82 C -4.867 9.805 -2.560  -2.021
83 Cl -6.404 9.770 -3.447  0.486
84 Cl -3.940 11.241 -3.037  0.523
85 Cl -5.192 9.862 -0.816  0.522
86 Cl -3.932 8.344 -2.941  0.502